Entry 1:
The following is a quantum chemistry calculation of C14H11HfN4O4 as an isolated structure in a non-equilibrium geometry, from OMol25.

Structure (XYZ):
```
34
Properties=species:S:1:pos:R:3
Hf -1.985 0.111 0.050
N -4.250 0.086 -0.096
C -4.422 0.408 -1.591
C -3.394 1.440 -2.034
O -3.600 2.381 -2.686
O -2.091 1.110 -1.511
H -4.806 -0.747 0.106
H -4.727 0.822 0.428
H -5.410 0.795 -1.819
H -4.273 -0.500 -2.174
O 4.609 -2.535 -0.265
N 4.561 -1.484 0.340
O 5.442 -0.995 0.994
C 3.220 -0.818 0.444
C 3.202 0.342 1.117
C 1.982 1.057 1.306
C 1.931 2.302 1.972
C 0.731 2.959 2.129
C -0.417 2.371 1.637
N -0.405 1.177 1.011
C 0.800 0.518 0.825
C 0.822 -0.728 0.111
N -0.383 -1.226 -0.370
C -0.396 -2.357 -1.103
C 0.759 -3.040 -1.400
C 1.963 -2.569 -0.925
C 2.025 -1.393 -0.125
H 4.130 0.726 1.522
H 2.847 2.742 2.353
H 0.671 3.917 2.626
H -1.371 2.868 1.744
H -1.353 -2.713 -1.455
H 0.713 -3.936 -2.005
H 2.875 -3.091 -1.159
```

charge: +3
E: -1107.0143 a.u.
molecular weight: 477.8 g/mol

Entry 2:
The following is a quantum chemistry calculation of a 15-piece molecular cluster, C3H36NO15 overall in a non-equilibrium geometry, from OMol25.

Structure (XYZ):
```
55
Properties=species:S:1:pos:R:3
C 2.054 1.439 1.533
C 1.198 0.892 2.669
C 1.732 -0.398 3.246
O 1.364 -1.432 2.734
N 1.876 0.508 0.384
H 3.129 1.535 1.646
H 1.598 2.382 1.276
H 0.185 0.620 2.352
H 0.789 1.619 3.382
H 2.481 -0.455 4.047
H 0.912 0.099 0.334
H 2.380 -0.389 0.458
H 2.139 0.882 -0.535
H -1.220 0.481 -0.851
H -1.582 0.421 0.673
O -0.822 0.519 0.046
H -1.068 2.825 2.181
H -1.564 3.260 3.651
O -1.741 2.711 2.890
H 4.176 3.100 -0.257
H 3.069 4.091 -0.333
O 3.240 3.153 -0.485
H -0.898 -2.504 -0.086
H -0.380 -2.852 1.379
O -1.119 -2.533 0.859
H 3.695 -2.816 0.432
H 2.185 -2.451 0.430
O 3.042 -2.246 0.816
H -4.038 0.438 0.731
H -3.567 -0.988 0.643
O -3.299 -0.085 0.412
H -1.195 3.386 0.009
H -0.721 1.915 0.332
O -0.583 2.925 0.581
H -4.013 -3.584 0.542
H -2.705 -3.325 -0.041
O -3.647 -3.232 -0.281
H -3.855 2.520 0.701
H -3.648 3.118 -0.643
O -3.938 2.313 -0.238
H 0.180 -0.975 -1.604
H 0.962 -2.325 -1.783
O 0.570 -1.718 -1.134
H 2.573 0.562 -3.126
H 2.057 -0.956 -2.563
O 2.410 -0.072 -2.430
H -2.540 -2.454 -2.588
H -2.675 -1.833 -1.201
O -2.256 -1.696 -2.066
H -0.395 0.548 -3.190
H -1.970 0.669 -2.764
O -1.061 0.923 -2.617
H 2.273 -3.576 -3.382
H 2.455 -2.219 -3.813
O 1.777 -2.742 -3.357
```

charge: +1
relative energy (zero: lowest compared OMol25 entry of this formula, charge and spin): 14.1 kcal/mol
molecular weight: 326.3 g/mol

Entry 3:
The following is a quantum chemistry calculation of C45H39BrN6PReSe2Si as an isolated structure, from OMol25.

Structure (XYZ):
```
96
Properties=species:S:1:pos:R:3
Re 0.103 0.450 0.669
Br 7.129 -1.989 0.850
C 5.443 -1.264 0.480
C 4.296 -1.977 0.804
C 3.048 -1.441 0.531
C 2.947 -0.191 -0.067
C 4.098 0.516 -0.413
C 5.344 -0.020 -0.136
N 1.673 0.412 -0.368
C 1.494 0.757 -1.814
C -0.957 1.198 -2.094
C -1.709 1.855 -3.056
C -2.716 2.713 -2.661
C -2.949 2.904 -1.302
C -2.145 2.257 -0.398
N -1.159 1.412 -0.779
H 4.377 -2.958 1.252
H 2.158 -2.022 0.738
H 4.026 1.487 -0.886
H 6.240 0.527 -0.396
H 2.280 0.224 -2.359
H -1.494 1.679 -4.100
H -3.316 3.229 -3.399
H -3.731 3.561 -0.948
H -2.260 2.400 0.667
Se -2.020 -3.703 6.874
N -2.903 -3.107 5.447
C -2.038 -2.456 4.713
C -2.391 -1.788 3.468
C -3.699 -1.744 2.977
C -3.943 -1.071 1.802
C -2.891 -0.458 1.136
N -1.637 -0.462 1.603
C -1.387 -1.138 2.757
C -0.019 -1.107 3.242
N 0.879 -0.440 2.477
C 2.105 -0.238 2.973
C 2.518 -0.772 4.185
C 1.635 -1.524 4.929
C 0.328 -1.679 4.464
C -0.700 -2.392 5.210
N -0.474 -2.989 6.352
H -4.492 -2.236 3.525
H -4.934 -1.020 1.375
H -3.064 0.043 0.197
H 2.772 0.375 2.388
H 3.527 -0.588 4.523
H 1.920 -1.963 5.877
C 1.904 -4.609 -3.745
C 2.663 -3.693 -3.032
C 2.045 -2.718 -2.266
C 0.653 -2.642 -2.202
C -0.106 -3.569 -2.931
C 0.520 -4.540 -3.695
P -0.256 -1.310 -1.352
C 0.134 0.203 -2.391
C 1.661 2.224 -2.047
C 1.711 2.742 -3.299
C 1.535 2.028 -4.512
C 0.977 0.742 -4.722
C 0.322 -0.079 -3.856
C -1.977 -1.816 -1.523
C -2.381 -2.819 -0.640
C -3.649 -3.369 -0.739
C -4.533 -2.903 -1.703
C -4.137 -1.906 -2.587
C -2.857 -1.375 -2.509
H 2.389 -5.372 -4.340
H 3.743 -3.733 -3.073
H 2.668 -2.010 -1.751
H -1.185 -3.553 -2.906
H -0.080 -5.248 -4.251
H 1.803 2.860 -1.181
H 1.946 3.795 -3.399
H 1.838 2.549 -5.412
H 1.023 0.394 -5.748
H -0.084 -1.005 -4.245
H -1.695 -3.200 0.112
H -3.946 -4.165 -0.069
H -5.523 -3.331 -1.782
H -4.815 -1.567 -3.358
H -2.547 -0.651 -3.249
C -1.799 5.129 1.545
Si -0.078 4.917 2.184
C 1.307 5.601 1.169
C 0.165 4.855 4.009
Se 0.339 2.447 1.844
H -2.134 6.157 1.718
H -2.493 4.472 2.070
H -1.835 4.949 0.472
H 1.617 6.570 1.569
H 1.013 5.743 0.129
H 2.177 4.946 1.216
H 0.073 5.869 4.412
H 1.160 4.492 4.266
H -0.590 4.237 4.494
```

charge: +3
2S+1: 4
relative energy (zero: lowest compared OMol25 entry of this formula, charge and spin): 0.0 kcal/mol
molecular weight: 1146.9 g/mol